The following is a quantum chemistry calculation of a 4-piece molecular cluster, C23H27F24IO5 overall, from OMol25.

E ... -3963.2656 Eh
LUMO level ... 0.5 eV
Structure (SMILES) ... FC(F)C(F)(F)COC(F)(F)C(F)F.FC(F)C(F)(F)COC(F)(F)C(F)F.FC(F)C(F)(F)COC(F)(F)C(F)F.CCC[C@@H](OC=O)[C@H](I)CC
Gap between HOMO and LUMO ... 9.778 eV
HOMO ... -9.28 eV

Element x y z (Å)
C 2.16751 -0.85764 1.27757
C 1.44237 -0.66984 -0.03138
C 0.37003 0.39070 0.00996
C -0.82405 0.02771 0.88043
O -1.63267 1.21482 0.89008
C -1.84357 1.68965 2.09191
O -2.04736 1.05052 3.00988
C -1.57198 -1.17626 0.21935
I -3.38842 -0.44983 -0.77267
C -2.05947 -2.22572 1.19952
C -1.05412 -2.58736 2.27993
H 3.09302 -1.37026 1.11784
H 1.61875 -1.43786 1.99661
H 2.41610 0.08374 1.73277
H 2.17894 -0.32836 -0.73096
H 1.09566 -1.60464 -0.42128
H 0.80578 1.27540 0.43327
H 0.01421 0.56832 -0.98833
H -0.44207 -0.20004 1.85295
H -1.85072 2.76642 2.16001
H -0.98762 -1.56093 -0.58443
H -3.01247 -1.96357 1.60645
H -2.23376 -3.11784 0.62549
H -0.04997 -2.46990 1.91503
H -1.17940 -3.58643 2.64007
H -1.17281 -1.90510 3.09887
C -4.76233 -4.29786 4.46610
C -3.73288 -4.73804 5.51714
C -4.06834 -4.43925 6.97874
F -4.26521 -3.12120 7.18294
F -3.03464 -4.83401 7.75993
F -2.52461 -4.22922 5.19737
F -3.62590 -6.09265 5.41447
O -4.55907 -3.04536 3.84336
C -4.96934 -1.90250 4.48917
C -3.79081 -1.04683 4.95058
F -2.92821 -1.76276 5.70258
F -4.23981 -0.02243 5.71051
F -5.80201 -2.20065 5.50701
F -5.67556 -1.18325 3.59915
H -4.67461 -5.01567 3.65343
H -5.78192 -4.39631 4.83582
H -4.96459 -4.98733 7.28495
H -3.25281 -0.64301 4.09221
C 4.11967 0.19270 -4.96985
C 4.14559 0.05971 -3.43965
C 5.52070 -0.04482 -2.78036
F 6.21984 -1.09600 -3.25357
F 5.35787 -0.21825 -1.44536
F 3.36659 -0.97854 -3.06756
F 3.56035 1.18263 -2.94201
O 3.95128 -0.99382 -5.72378
C 5.04248 -1.78739 -5.97246
C 4.97094 -3.11993 -5.22455
F 4.78236 -2.92529 -3.90583
F 6.13707 -3.78409 -5.38745
F 6.18678 -1.12938 -5.70791
F 5.03841 -2.05976 -7.29049
H 3.23167 0.77865 -5.19668
H 4.96010 0.77990 -5.33654
H 6.09490 0.87173 -2.94480
H 4.15190 -3.72721 -5.61569
C -0.20403 6.53943 -1.72990
C 1.20394 6.31074 -2.29982
C 1.30144 6.00702 -3.79537
F 0.58564 4.91308 -4.12736
F 2.59675 5.77169 -4.11650
F 1.82429 5.35016 -1.58362
F 1.90006 7.46311 -2.09387
O -0.85469 5.42868 -1.14394
C -1.49937 4.53032 -1.95965
C -0.79285 3.17634 -1.99596
F 0.50860 3.31349 -2.32720
F -1.37659 2.38809 -2.92488
F -1.66782 5.03995 -3.19556
F -2.72545 4.33895 -1.44001
H -0.07605 7.23765 -0.90585
H -0.85011 7.04549 -2.44570
H 0.94703 6.85925 -4.38288
H -0.85860 2.68837 -1.02175

Atomic forces in eV per Å
-0.1 -0.2 0.1
0.5 0.5 0.2
-0.3 -0.8 0.4
0.1 -0.6 -2.4
1.1 0.2 -0.9
0.0 3.6 -3.3
-1.0 -4.0 5.9
-1.2 1.4 1.3
0.4 -0.2 -0.3
0.7 -0.8 -0.4
-0.2 0.7 -0.2
0.6 -0.4 -0.1
-0.3 -0.2 0.4
0.1 0.6 0.2
0.4 0.2 -0.6
-0.4 -0.7 -0.2
0.3 0.7 0.0
-0.2 0.4 -0.6
-0.3 -0.2 0.7
-0.1 0.9 -0.5
0.4 -0.4 -0.4
-0.5 0.3 0.5
-0.3 -0.5 -0.4
0.5 -0.2 -0.2
-0.2 -0.6 0.2
0.1 0.3 0.7
-0.4 -0.4 -0.4
0.3 0.4 -0.4
0.0 -0.1 0.4
0.0 -0.4 0.3
0.0 0.0 -0.1
0.1 -0.1 0.1
-0.2 -0.1 0.2
0.4 0.2 0.4
-0.4 -0.5 0.0
0.5 0.5 0.0
0.1 0.2 -0.2
-0.2 0.0 -0.1
-0.2 0.3 -0.1
0.0 0.2 -0.1
0.2 0.0 0.0
0.0 0.1 0.2
0.0 0.0 0.0
-0.1 0.0 -0.1
-0.2 0.6 -0.4
-0.4 -0.5 -0.3
0.2 0.1 0.3
0.1 0.3 0.4
-0.1 0.0 -0.1
0.0 0.0 0.1
0.2 0.2 0.0
0.2 -0.3 0.5
0.0 0.6 -0.1
0.0 -0.4 0.1
-0.1 -0.3 -0.2
0.0 0.0 -0.1
0.1 -0.2 -0.3
0.0 -0.2 -0.1
-0.1 -0.1 0.1
0.2 -0.1 0.2
0.0 0.0 0.0
0.0 0.1 0.0
-0.2 0.6 0.3
-0.1 -0.4 0.5
0.2 0.1 -0.3
0.3 0.3 -0.3
-0.1 0.0 0.1
0.1 0.1 0.0
-0.1 0.2 -0.2
0.4 -0.3 -0.3
-0.1 0.6 0.0
0.1 -0.5 0.1
-0.2 -0.3 0.2
-0.1 0.0 0.0
-0.3 -0.2 0.0
-0.1 -0.2 0.1
0.1 0.0 0.1
0.1 -0.1 -0.2
0.0 0.0 0.0
-0.1 0.1 0.0

---

The following is a quantum chemistry calculation of a 10-piece molecular cluster, C20H60O10 overall, from OMol25.

E ... -1550.3158 Eh
LUMO level ... 0.4 eV
Structure (SMILES) ... CCO.CCO.CCO.CCO.CCO.CCO.CCO.CCO.CCO.CCO
Gap between HOMO and LUMO ... 9.790 eV
HOMO ... -9.37 eV

Element x y z (Å)
C -2.85351 -0.34606 4.06189
C -3.13454 -1.82779 3.91312
O -4.41839 -2.07920 3.33561
H -1.91749 -0.16073 4.58725
H -3.67174 0.15145 4.59018
H -2.80377 0.14336 3.08515
H -3.07337 -2.32633 4.88440
H -2.40399 -2.29006 3.25084
H -5.10640 -1.74904 3.91989
C 3.31664 4.18040 -1.47812
C 2.09574 3.31029 -1.28615
O 1.90155 2.50286 -2.43476
H 3.51230 4.79010 -0.59768
H 3.18077 4.81737 -2.35355
H 4.18144 3.54972 -1.69758
H 1.19919 3.93262 -1.12815
H 2.18415 2.66591 -0.39976
H 1.05195 2.03541 -2.31831
C 1.20518 -1.93811 -3.37584
C 2.47809 -1.49202 -4.08036
O 3.18736 -2.63392 -4.58215
H 0.53763 -1.08721 -3.20846
H 1.42573 -2.37999 -2.40228
H 0.67107 -2.65135 -4.00258
H 3.13080 -0.92111 -3.41578
H 2.22669 -0.83080 -4.90856
H 3.73005 -2.96421 -3.86169
C -2.52115 2.73672 -2.41453
C -1.63260 1.64074 -2.96552
O -0.55201 1.34752 -2.07002
H -3.06751 2.37231 -1.54054
H -3.26635 3.06244 -3.14424
H -1.93010 3.60009 -2.11078
H -1.16842 1.93792 -3.90450
H -2.18995 0.71398 -3.12520
H -0.80395 0.79889 -1.30273
C 1.13731 -0.87653 0.76160
C -0.31827 -0.67836 1.09168
O -1.03163 -0.52962 -0.12568
H 1.24800 -1.78774 0.16685
H 1.77502 -0.94799 1.64171
H 1.51416 -0.07085 0.12564
H -0.44107 0.20955 1.72439
H -0.72114 -1.53010 1.64899
H -1.97254 -0.70262 0.04353
C -2.35622 -2.07750 -3.10666
C -2.31710 -3.43969 -2.45082
O -2.76811 -4.39324 -3.42566
H -1.84990 -1.32922 -2.49769
H -3.38988 -1.75390 -3.25552
H -1.88004 -2.13078 -4.08481
H -3.00685 -3.48863 -1.60267
H -1.29810 -3.64616 -2.11082
H -2.53075 -5.27951 -3.14123
C 4.40798 0.27032 -1.14573
C 5.75248 -0.30067 -1.54262
O 6.66343 0.79072 -1.69019
H 4.04964 1.02653 -1.84281
H 4.53065 0.72935 -0.16387
H 3.68670 -0.54851 -1.10051
H 5.69929 -0.92156 -2.44472
H 6.13250 -0.94804 -0.74057
H 7.48755 0.47142 -2.06666
C -1.23215 2.95796 1.35678
C 0.20188 2.90395 1.82512
O 0.21226 2.43966 3.19120
H -1.75686 2.05547 1.67304
H -1.28003 3.00477 0.26799
H -1.74511 3.83414 1.75603
H 0.70956 3.86864 1.75935
H 0.75003 2.16879 1.22439
H 1.10917 2.52706 3.52597
C 1.77740 -0.52352 4.87510
C 2.27497 -0.78677 6.26850
O 3.46783 -1.56777 6.19014
H 0.69562 -0.35652 4.89133
H 1.97424 -1.36018 4.20511
H 2.16849 0.37366 4.38993
H 1.51616 -1.35751 6.81697
H 2.44845 0.15177 6.80430
H 3.72852 -1.83111 7.07682
C -4.46565 -0.03682 -0.89231
C -4.65530 -1.30411 -0.09312
O -3.48078 -1.53906 0.69543
H -3.48981 -0.04774 -1.37528
H -4.57320 0.87581 -0.30712
H -5.21864 0.00036 -1.68608
H -4.76227 -2.16014 -0.76444
H -5.54247 -1.26110 0.54021
H -3.73652 -1.75849 1.60096

Atomic forces in eV per Å
-0.3 0.2 -0.3
0.0 0.2 0.5
0.2 -0.1 -0.3
0.0 0.0 0.0
0.1 -0.1 0.2
0.1 -0.1 0.0
0.1 -0.1 0.0
0.0 -0.1 0.0
0.0 0.1 0.0
0.0 -0.3 -0.3
-0.5 -0.1 -0.1
0.1 0.1 0.0
0.0 0.0 0.0
-0.1 0.1 0.1
0.0 0.0 0.2
0.1 0.0 0.1
0.2 0.1 0.0
0.1 0.0 -0.1
0.0 0.5 0.0
-0.2 -0.3 0.2
0.1 0.4 -0.1
0.1 0.0 0.1
0.0 -0.1 0.0
0.1 -0.1 0.0
-0.1 0.1 0.0
0.1 -0.2 -0.2
0.0 -0.1 0.0
-0.3 -0.1 0.1
0.3 -0.3 0.6
0.1 0.3 -0.2
0.1 0.1 0.0
0.1 0.0 -0.1
0.1 0.0 -0.1
0.0 0.0 0.0
-0.1 0.2 -0.2
-0.2 -0.1 -0.2
0.2 -0.3 -0.5
0.0 0.3 0.4
-0.1 0.2 -0.2
0.1 0.0 0.1
-0.1 0.0 0.1
-0.1 0.1 0.1
0.0 -0.1 0.0
0.1 -0.1 0.0
0.0 -0.2 0.3
-0.3 0.0 0.0
-0.3 -0.1 -0.3
0.3 0.1 0.0
0.1 -0.1 0.0
0.0 0.0 -0.1
0.1 0.0 0.0
0.2 0.1 0.2
0.0 -0.2 0.0
0.0 0.0 0.1
0.3 -0.2 0.0
0.4 0.1 0.3
-0.1 0.0 -0.2
0.0 -0.1 -0.1
-0.3 0.0 0.0
-0.1 0.1 0.2
-0.1 0.2 -0.1
-0.2 -0.1 0.0
0.0 0.0 0.0
0.0 0.3 -0.1
0.1 -0.7 0.3
-0.1 0.2 -0.2
0.0 0.0 0.0
0.1 0.0 0.0
-0.1 -0.1 0.1
-0.1 0.0 -0.1
0.0 0.2 -0.1
0.0 0.0 0.0
-0.6 0.4 -0.6
0.1 -0.4 0.2
0.0 0.2 -0.1
0.0 -0.1 0.0
0.0 -0.1 0.2
0.4 -0.1 0.2
0.0 0.1 0.0
0.0 0.0 0.0
0.0 0.0 0.0
-0.4 0.0 -0.4
0.4 -0.2 0.1
0.0 0.2 0.0
0.0 0.0 0.0
0.1 -0.1 0.2
0.1 0.1 0.0
-0.1 0.1 -0.1
0.0 0.0 0.1
-0.3 0.0 0.0

---

The following is a quantum chemistry calculation of one molecule with the formula C21H30N2O6, from OMol25.

E ... -1379.2334 Eh
LUMO level ... 0.8 eV
Structure (SMILES) ... CCOC(=O)CNC(=O)N1CCC(CCOc2ccccc2)(C(=O)OCC)CC1
Gap between HOMO and LUMO ... 9.387 eV
HOMO ... -8.61 eV

Element x y z (Å)
C 2.89824 2.53594 -7.74026
C 3.88696 1.49802 -7.23085
H 4.62654 1.96693 -6.57371
H 4.38894 0.99076 -8.05693
O 3.22035 0.45694 -6.50842
C 2.94839 0.68277 -5.22768
O 3.25468 1.67671 -4.61928
C 2.23124 -0.49536 -4.59634
N 1.87075 -0.19968 -3.23049
C 0.52308 -0.13598 -2.92703
O -0.32178 -0.56914 -3.69134
N 0.19876 0.42705 -1.72550
C 1.09748 0.61950 -0.61016
H 2.12252 0.76336 -0.94860
C 1.04412 -0.57186 0.35366
H 1.66745 -0.33987 1.21693
H 1.43965 -1.45655 -0.15047
C -0.38682 -0.86791 0.82340
C -0.87855 0.24773 1.74627
O -0.28124 1.26156 1.99409
O -2.10159 -0.02593 2.21257
C -2.73592 0.97506 3.00839
C -3.46498 1.98639 2.13555
H -2.75114 2.53461 1.52544
H -4.00065 2.69050 2.76539
H -4.17396 1.48201 1.48307
H -1.97864 1.47287 3.62124
H -3.42928 0.43120 3.65308
C -1.33132 -0.92886 -0.39312
H -2.36391 -1.01853 -0.05456
C -1.17598 0.30151 -1.28581
H -1.80521 0.20408 -2.17162
H -1.44761 1.21209 -0.74374
H -1.08488 -1.81130 -0.98772
C -0.47421 -2.21514 1.56619
C 0.50212 -2.34017 2.74095
O 0.47417 -1.24144 3.62219
C -0.51238 -1.12904 4.55587
C -1.54922 -2.03220 4.75610
C -2.48483 -1.79590 5.75054
C -2.40410 -0.67080 6.54880
C -1.36778 0.22933 6.35216
C -0.42956 0.00446 5.36700
H 0.38181 0.69378 5.19346
H -1.29171 1.11128 6.97070
H -3.13983 -0.49547 7.31886
H -3.28660 -2.50548 5.89553
H -1.64403 -2.92057 4.15158
H 0.31464 -3.27793 3.27970
H 1.53058 -2.36442 2.37062
H -0.25706 -3.02461 0.86594
H -1.49917 -2.33503 1.91979
H 0.78465 1.52292 -0.07952
H 2.46430 0.51204 -2.82493
H 1.31645 -0.72255 -5.15479
H 2.88974 -1.37070 -4.64155
H 2.41518 3.03186 -6.90196
H 2.13794 2.06037 -8.35484
H 3.42322 3.27877 -8.33382

Atomic forces in eV per Å
0.1 -0.3 0.2
0.2 0.5 -0.1
-0.1 -0.1 -0.1
0.0 0.0 0.1
-0.2 -0.3 -0.1
-0.1 -0.2 0.3
0.1 0.1 -0.1
-0.1 -0.1 0.0
0.3 0.1 0.0
0.2 0.1 0.1
-0.3 -0.2 -0.2
-0.1 0.2 0.0
0.4 -0.1 0.2
-0.1 0.1 0.0
-0.2 0.3 0.1
0.1 -0.1 0.0
0.0 -0.1 0.0
0.0 -0.3 0.0
0.1 -0.1 -0.2
0.0 0.2 0.1
-0.1 -0.2 -0.2
-0.2 0.5 0.3
0.3 -0.3 0.1
0.0 0.1 0.0
-0.1 0.1 0.1
-0.1 0.0 0.0
-0.2 -0.1 -0.1
0.1 0.0 0.0
0.0 0.3 0.0
0.0 -0.1 0.0
-0.3 -0.2 -0.2
0.0 0.1 0.2
0.0 0.0 0.0
0.0 -0.1 0.0
0.1 0.3 0.4
-0.1 -0.5 -0.4
-0.1 0.2 0.2
0.0 0.1 0.3
0.2 -0.1 -0.2
-0.1 0.0 0.1
-0.1 0.0 0.1
0.0 0.0 0.0
0.1 -0.1 -0.2
0.1 0.1 0.0
0.0 0.1 0.0
-0.1 0.0 0.1
-0.1 -0.1 0.0
0.0 -0.1 -0.1
0.1 0.1 0.0
-0.1 -0.1 0.1
0.0 0.0 0.0
0.0 -0.1 -0.1
0.2 -0.1 -0.1
-0.1 -0.1 0.0
0.2 0.0 0.0
-0.1 0.1 -0.1
0.0 0.1 0.0
-0.1 0.0 -0.1
0.0 0.1 -0.1

---

The following is a quantum chemistry calculation of a 5-piece molecular cluster, C16H31BrO7 overall, from OMol25.

E ... -3728.8394 Eh
LUMO level ... -1.3 eV
Structure (SMILES) ... CCOC1=CC(=O)C(Br)=CC1=O.CCO.CCO.CCO.CCO
Gap between HOMO and LUMO ... 8.617 eV
HOMO ... -9.93 eV

Element x y z (Å)
C 1.49790 -1.58272 0.01435
C 0.15872 -1.34192 0.67396
O -0.37111 -0.04710 0.29717
C -1.60629 -0.05514 -0.22055
C -1.88078 0.21808 -1.49782
C -3.28242 0.25710 -1.95657
O -3.65278 0.90603 -2.90418
C -4.24661 -0.55960 -1.13701
Br -5.79920 -1.13300 -2.00864
C -3.99941 -0.82053 0.14131
C -2.74481 -0.29987 0.73874
O -2.63716 -0.06880 1.92002
H 1.71166 -2.65023 0.03610
H 2.28668 -1.03056 0.51849
H 1.45714 -1.27460 -1.03054
H 0.23731 -1.36182 1.76140
H -0.55493 -2.11639 0.37898
H -1.09706 0.44494 -2.20702
H -4.67357 -1.38050 0.77468
C 2.67010 2.01571 -3.31714
C 1.69702 1.71426 -2.19666
O 2.32632 1.64820 -0.92264
H 3.46433 1.26859 -3.34941
H 2.15905 2.03712 -4.27976
H 3.12898 2.99576 -3.16777
H 1.23635 0.73580 -2.33781
H 0.89615 2.46236 -2.18661
H 2.74192 2.49784 -0.74822
C 4.40382 -5.79432 2.05863
C 3.56152 -5.49622 0.83379
O 3.40601 -4.09787 0.60739
H 3.96463 -5.33420 2.94394
H 4.48007 -6.86966 2.22496
H 5.41553 -5.39984 1.93852
H 2.55055 -5.88267 0.96070
H 3.99328 -5.97623 -0.05082
H 4.28018 -3.71664 0.47896
C -3.71821 -1.03606 5.10255
C -5.14546 -1.24466 4.63944
O -5.80610 -0.01374 4.36913
H -3.69204 -0.42091 6.00264
H -3.23089 -1.98930 5.31490
H -3.15014 -0.52520 4.32400
H -5.74302 -1.73848 5.40550
H -5.15991 -1.88196 3.74665
H -5.29832 0.44705 3.69327
C 1.61514 6.11172 -2.03250
C 1.81276 6.05384 -3.53515
O 1.10554 4.97426 -4.13350
H 1.92778 5.17378 -1.57090
H 2.19347 6.92579 -1.59350
H 0.56362 6.27314 -1.78452
H 2.86155 5.88193 -3.77741
H 1.51811 7.00337 -3.99456
H 0.16704 5.09408 -3.95896

Atomic forces in eV per Å
-0.3 0.0 -0.1
-0.1 -0.1 0.2
0.2 0.2 -0.3
0.1 -0.2 0.1
0.1 0.0 0.1
0.0 0.2 0.0
0.1 -0.2 -0.1
-0.1 -0.1 0.0
-0.1 0.0 0.0
0.0 0.0 -0.1
-0.1 -0.1 0.0
0.0 -0.2 0.0
0.2 0.1 0.1
0.1 0.0 -0.1
0.0 0.1 0.0
0.0 0.0 0.0
0.0 0.0 0.0
-0.1 0.2 0.0
-0.1 0.1 0.1
0.1 0.0 0.0
0.0 0.1 0.0
0.1 0.0 0.0
0.0 0.0 0.0
0.0 0.0 0.0
0.0 0.0 0.0
0.0 0.0 0.0
0.0 0.0 0.0
0.0 0.0 0.0
0.0 0.1 0.0
0.0 0.0 0.0
0.1 -0.2 0.0
0.0 0.0 0.0
0.0 0.0 0.0
0.0 0.0 0.0
0.0 0.0 0.0
0.0 0.0 0.0
0.0 0.0 0.0
0.0 0.1 0.0
0.0 0.0 -0.1
0.0 0.0 0.0
0.0 0.0 0.0
0.0 0.0 0.0
0.1 0.0 0.0
0.0 0.0 0.0
0.0 0.0 0.0
0.0 0.0 0.0
0.0 -0.1 0.0
0.0 0.0 0.0
0.0 0.0 0.0
0.0 0.0 0.0
0.0 0.0 0.0
0.0 0.0 0.0
0.0 0.0 0.0
0.0 0.0 0.0
0.0 0.0 0.0

---

The following is a quantum chemistry calculation of a 7-piece molecular cluster, C4H23N2O6 overall, from OMol25.

E ... -726.9176 Eh
LUMO level ... -2.7 eV
Net charge ... +1
Gap between HOMO and LUMO ... 8.616 eV
HOMO ... -11.31 eV

Element x y z (Å)
C -0.15612 -2.67336 -2.56281
C 0.04302 -2.18903 -1.11567
C 0.08377 -0.66243 -1.05219
C 0.32515 0.19194 -2.04760
N 0.47762 1.54023 -2.00832
N -0.24835 -0.15633 0.30107
H 0.69501 -2.59204 -3.23954
H -0.93279 -2.10496 -3.07873
H -0.47990 -3.70548 -2.48793
H -0.78871 -2.60363 -0.56408
H 1.00184 -2.49224 -0.71439
H 0.29111 -0.30229 -3.01053
H 0.16250 2.01316 -1.17450
H 0.62176 2.01874 -2.87403
H 0.40802 0.59335 0.58769
H -1.18612 0.19397 0.48065
H -0.12137 -0.88474 1.00695
H 2.19073 -2.25609 2.14403
H 2.46182 -3.52400 1.14046
O 1.84924 -3.03078 1.68430
H 2.75071 -0.38828 2.95181
H 1.37443 -0.75963 3.51641
O 1.82916 -0.53917 2.71558
H -4.38111 1.99426 -0.37832
H -2.95900 2.38861 -1.05055
O -3.43513 1.85273 -0.41576
H -1.09729 2.33926 0.94489
H 0.37196 3.19166 0.79385
O -0.34161 2.68196 0.44443
H 2.62538 1.63452 1.74516
H 2.33429 2.11803 0.28984
O 2.02749 1.54549 1.00209
H -2.61084 1.41554 2.83614
H -2.92582 1.60184 1.23512
O -2.26080 1.54920 1.95449

Atomic forces in eV per Å
-0.1 0.0 0.1
0.2 1.5 -1.7
-1.1 -0.7 0.6
-0.5 -0.8 -0.1
0.1 -0.4 0.1
1.2 0.1 0.8
0.3 -0.2 0.4
-0.3 -0.1 0.3
0.1 -0.2 -0.4
-0.1 0.1 0.6
-0.1 -0.7 0.3
0.6 0.3 -0.2
0.0 0.6 -0.1
-0.1 0.2 0.0
-0.1 0.0 0.1
-0.4 0.1 -0.5
0.3 -0.2 -0.2
0.5 -0.2 -0.5
0.5 0.3 0.2
-1.2 -0.4 0.0
0.0 0.0 0.2
-0.3 -0.2 0.9
0.4 0.2 -0.6
-0.1 0.5 -0.6
-0.5 0.4 -0.2
0.5 -0.9 0.7
0.6 0.9 1.3
-0.2 0.2 1.4
-0.8 -0.5 -2.4
0.2 0.1 0.0
0.3 -0.1 0.1
0.0 0.1 -0.4
-0.4 0.1 -0.1
-0.2 0.0 0.6
0.5 -0.3 -0.5